Density functional theory data (wB97M-V/def2-TZVPD) for a 13-piece molecular cluster, C69H158O33 overall.

Properties
Maximum force   2.90 eV Å⁻¹
LUMO level   0.0178 Ha

Each atom is followed by the atoms it is bonded to, with distances in Å.
Geometry (Å):
1 O -3.8447 1.9578 0.6529  C47 1.410, C90 1.416
2 O 2.5731 4.1315 6.0576  C96 1.390, C98 1.425
3 O 0.3679 6.3748 1.7944  C53 1.419, C60 1.419
4 O 4.9471 -4.9865 0.7793  C39 1.439, C52 1.432
5 O -7.4812 6.0444 0.3866  C93 1.420, C97 1.426
6 O -1.5821 4.8596 3.3642  C41 1.374, C57 1.450
7 O -6.3848 -0.9675 -5.2840  C67 1.401, C77 1.432
8 O 5.5045 3.4377 -1.9050  C56 1.417, C75 1.400
9 O 4.9830 -8.3339 -0.6246  C46 1.443, C78 1.439
10 O -3.7052 4.9938 -7.9375  C63 1.207
11 O 3.0197 4.8230 1.7450  C65 1.408, C76 1.444
12 O -1.3705 -0.6300 -7.1473  C54 1.434, C62 1.381
13 O 4.2358 -2.4850 1.6881  C58 1.404, C100 1.392
14 O 4.5726 1.9686 6.9488  C35 1.414, C74 1.424
15 O 0.9793 6.6982 6.7826  C49 1.400, C87 1.392
16 O -5.7564 3.9629 -0.5231  C40 1.407, C91 1.420
17 O -4.1263 0.1587 -6.8204  C45 1.423, C92 1.400
18 O -2.1654 -0.1102 -2.5522  C37 1.445, C72 1.400
19 O 0.8833 -5.5526 1.3900  C80 1.420, C86 1.443
20 O 3.8402 1.7989 -3.5902  C55 1.433, C102 1.408
21 O 0.1668 -0.2760 -0.9833  C34 1.385, C42 1.399
22 O -0.4136 -3.9670 -4.0690  C64 1.423, C69 1.384
23 O -2.0899 1.2359 5.3960  C79 1.401, C94 1.428
24 O -2.6419 -3.8476 -2.2734  C61 1.400, C89 1.451
25 O 2.9865 -0.8023 -5.9323  C70 1.401, C84 1.431
26 O 0.0856 -6.9092 -1.1701  C66 1.418, C99 1.426
27 O 2.6310 -6.7539 3.3464  C36 1.405, C51 1.403
28 O 1.0365 4.6080 -2.5832  C48 1.183
29 O 1.3447 -2.9819 5.6661  C71 1.401, C85 1.414
30 O 2.2157 -3.7384 -2.6517  C59 1.411, C81 1.441
31 O 1.3319 0.5251 2.3335  C44 1.457, C88 1.437
32 O 0.3807 -0.0523 6.4697  C73 1.406, C83 1.401
33 O -3.2972 -1.8747 4.0030  C50 1.218
34 C -0.4064 -1.3521 -1.6394  O21 1.385, C72 1.475, H248 1.092, H249 1.092
35 C 3.2474 1.9064 6.4598  O14 1.414, C96 1.494, H194 1.095, H198 1.095
36 C 2.6987 -7.6979 4.3853  O27 1.405, H107 1.106, H197 1.094, H233 1.084
37 C -2.9052 0.4487 -3.6609  O18 1.445, H146 1.097, H147 1.063, H220 1.106
38 C -0.7569 3.2208 -2.0127  C48 1.497, H110 1.117, H179 1.100, H226 1.085
39 C 5.8659 -3.8789 0.7760  O4 1.439, C100 1.493, H190 1.100, H222 1.086
40 C -4.5435 3.5139 -1.0768  O16 1.407, C47 1.542, H108 1.088, H208 1.123
41 C -1.8291 6.0478 2.7197  O6 1.374, C60 1.524, H216 1.087, H260 1.098
42 C 0.7583 -0.6143 0.2385  O21 1.399, C88 1.528, H164 1.093, H175 1.102
43 C -2.6528 4.9952 -5.7965  C63 1.495, H174 1.103, H213 1.082, H228 1.096
44 C 0.0616 0.9764 2.8852  O31 1.457, H116 1.080, H157 1.080, H184 1.089
45 C -5.4550 0.6674 -6.8246  O17 1.423, C67 1.507, H148 1.093, H259 1.079
46 C 4.8275 -7.3284 0.3980  O9 1.443, C52 1.508, H137 1.118, H138 1.118
47 C -4.0683 2.0873 -0.7333  O1 1.410, C40 1.542, H165 1.115, H219 1.101
48 C 0.3665 3.6821 -2.8876  O28 1.183, C38 1.497, C101 1.481
49 C 2.1101 6.5297 5.9748  O15 1.400, C98 1.511, H106 1.095, H168 1.096
50 C -2.7459 -2.8431 3.5123  O33 1.218, C68 1.507, C82 1.520
51 C 1.6597 -5.7683 3.5775  O27 1.403, C86 1.445, H134 1.106, H152 1.107
52 C 5.2579 -6.0033 -0.1803  O4 1.432, C46 1.508, H204 1.106, H229 1.103
53 C 1.6425 6.9878 1.6821  O3 1.419, C76 1.536, H113 1.099, H234 1.098
54 C -2.3044 -0.3896 -8.2081  O12 1.434, C92 1.484, H129 1.095, H211 1.107
55 C 3.7579 1.8934 -2.1623  O20 1.433, C56 1.527, H195 1.098, H223 1.083
56 C 4.1080 3.3073 -1.7042  O8 1.417, C55 1.527, H169 1.114, H170 1.110
57 C -2.6226 3.8745 3.1423  O6 1.450, H115 1.091, H192 1.101, H236 1.089
58 C 3.7632 -1.5824 2.6546  O13 1.404, H172 1.097, H173 1.070, H257 1.099
59 C 1.9388 -3.4211 -3.9986  O30 1.411, C64 1.526, H114 1.105, H235 1.118
60 C -0.6279 6.9789 2.6052  O3 1.419, C41 1.524, H132 1.097, H246 1.112
61 C -3.7938 -3.2711 -1.7255  O24 1.400, H245 1.070, H252 1.073, H253 1.094
62 C -1.5084 -1.9045 -6.6339  O12 1.381, H182 1.124, H201 1.108, H231 1.093
63 C -2.9724 4.4461 -7.1499  O10 1.207, C43 1.495, C95 1.532
64 C 0.8620 -4.3283 -4.5867  O22 1.423, C59 1.526, H155 1.098, H221 1.094
65 C 2.1014 3.7641 1.6059  O11 1.408, H202 1.091, H209 1.101, H250 1.094
66 C 1.3200 -7.5831 -1.3511  O26 1.418, H178 1.089, H181 1.088, H230 1.103
67 C -6.5221 -0.3570 -6.5378  O7 1.401, C45 1.507, H144 1.111, H251 1.113
68 C -2.2105 -2.8246 2.1039  C50 1.507, H205 1.096, H242 1.070, H254 1.088
69 C -1.4415 -4.8874 -4.1751  O22 1.384, C89 1.517, H161 1.114, H227 1.118
70 C 2.7252 -1.0365 -7.2891  O25 1.401, H122 1.100, H189 1.100, H239 1.102
71 C 0.6133 -1.9589 5.0478  O29 1.401, C83 1.508, H139 1.095, H177 1.099
72 C -1.1120 -0.9730 -2.8781  O18 1.400, C34 1.475, H111 1.094, H160 1.095
73 C -0.3519 0.9290 7.1601  O32 1.406, C79 1.516, H103 1.085, H112 1.080
74 C 4.7187 2.8175 8.0831  O14 1.424, H133 1.085, H142 1.093, H153 1.099
75 C 6.0197 4.7035 -1.6015  O8 1.400, H127 1.090, H218 1.107, H232 1.083
76 C 2.6260 6.0096 1.0228  O11 1.444, C53 1.536, H121 1.103, H191 1.094
77 C -5.5437 -2.1257 -5.3293  O7 1.432, H167 1.085, H244 1.096, H258 1.084
78 C 4.4119 -9.6139 -0.3000  O9 1.439, H188 1.097, H210 1.082, H238 1.083
79 C -1.2162 1.8395 6.3099  O23 1.401, C73 1.516, H131 1.094, H203 1.100
80 C 1.0846 -4.9892 0.1019  O19 1.420, C99 1.500, H149 1.117, H185 1.103
81 C 3.2421 -2.9390 -2.0312  O30 1.441, H124 1.096, H151 1.113, H207 1.096
82 C -2.6056 -4.1685 4.2427  C50 1.520, H109 1.086, H119 1.092, H183 1.082
83 C -0.3229 -1.0978 5.8584  O32 1.401, C71 1.508, H199 1.099, H224 1.082
84 C 3.2974 0.5454 -5.5645  O25 1.431, C102 1.485, H123 1.091, H256 1.124
85 C 2.2402 -2.5947 6.6894  O29 1.414, H141 1.102, H154 1.088, H176 1.093
86 C 1.6159 -4.8820 2.4374  O19 1.443, C51 1.445, H120 1.086, H186 1.090
87 C 1.0470 6.0356 8.0055  O15 1.392, H118 1.093, H136 1.101, H196 1.108
88 C 1.4324 0.5861 0.9009  O31 1.437, C42 1.528, H117 1.102, H140 1.086
89 C -2.7490 -4.3384 -3.6347  O24 1.451, C69 1.517, H187 1.114, H240 1.119
90 C -3.6323 0.6366 1.1149  O1 1.416, H126 1.112, H171 1.092, H212 1.103
91 C -5.6568 4.4979 0.7883  O16 1.420, C97 1.501, H104 1.098, H135 1.102
92 C -3.7348 -0.6396 -7.9015  O17 1.400, C54 1.484, H130 1.074, H162 1.104
93 C -8.6627 5.7724 -0.3516  O5 1.420, H125 1.103, H159 1.098, H193 1.100
94 C -3.2834 0.6584 5.9261  O23 1.428, H163 1.102, H225 1.088, H247 1.080
95 C -2.1897 3.1986 -7.5713  C63 1.532, H128 1.104, H180 1.069, H215 1.090
96 C 2.8367 2.9158 5.4380  O2 1.390, C35 1.494, H156 1.097, H255 1.097
97 C -7.0163 4.9751 1.2072  O5 1.426, C91 1.501, H206 1.112, H214 1.105
98 C 2.2616 5.2348 5.2110  O2 1.425, C49 1.511, H145 1.109, H200 1.108
99 C 0.1095 -5.5069 -0.9142  O26 1.426, C80 1.500, H143 1.087, H241 1.113
100 C 5.5306 -2.9510 1.8970  O13 1.392, C39 1.493, H166 1.101, H243 1.108
101 C 0.6452 2.9460 -4.1417  C48 1.481, H105 1.079, H158 1.086, H237 1.099
102 C 3.4644 0.5364 -4.0885  O20 1.408, C84 1.485, H150 1.098, H217 1.088
103 H -0.9737 0.3806 7.8606  C73 1.085
104 H -5.2745 3.7463 1.4916  C91 1.098
105 H 1.3810 3.4716 -4.7294  C101 1.079
106 H 2.0387 7.3361 5.2370  C49 1.095
107 H 2.9261 -7.2025 5.3477  C36 1.106
108 H -4.6920 3.5904 -2.1519  C40 1.088
109 H -1.6119 -4.2601 4.6714  C82 1.086
110 H -0.5049 2.1944 -1.6518  C38 1.117
111 H -1.5376 -1.8351 -3.3995  C72 1.094
112 H 0.3653 1.6059 7.6002  C73 1.080
113 H 1.6101 7.8616 1.0164  C53 1.099
114 H 2.8706 -3.6031 -4.5640  C59 1.105
115 H -3.6097 4.2585 3.4040  C57 1.091
116 H 0.1230 2.0490 2.7752  C44 1.080
117 H 0.7947 1.4139 0.5508  C88 1.102
118 H 1.8334 6.4251 8.6574  C87 1.093
119 H -2.6442 -5.0444 3.5919  C82 1.092
120 H 2.6092 -4.6055 2.0969  C86 1.086
121 H 2.1637 5.6466 0.0894  C76 1.103
122 H 1.8117 -0.5529 -7.6652  C70 1.100
123 H 4.1508 0.9302 -6.1253  C84 1.091
124 H 3.4019 -3.3814 -1.0413  C81 1.096
125 H -9.5460 5.6110 0.2895  C93 1.103
126 H -4.5254 0.0111 0.8958  C90 1.112
127 H 5.8403 4.9812 -0.5628  C75 1.090
128 H -2.8448 2.3563 -7.2862  C95 1.104
129 H -2.1458 0.6405 -8.5428  C54 1.095
130 H -4.2588 -0.4405 -8.8174  C92 1.074
131 H -1.7022 2.5180 7.0177  C79 1.094
132 H -1.0047 7.9301 2.2094  C60 1.097
133 H 4.8957 3.8537 7.8132  C74 1.085
134 H 0.6740 -6.2429 3.7367  C51 1.106
135 H -4.9426 5.3355 0.7419  C91 1.102
136 H 0.0623 6.2021 8.4695  C87 1.101
137 H 3.7700 -7.2080 0.7399  C46 1.118
138 H 5.4646 -7.5633 1.2859  C46 1.118
139 H -0.0581 -2.3955 4.3015  C71 1.095
140 H 2.4721 0.8142 0.6831  C88 1.086
141 H 3.0612 -1.9588 6.3215  C85 1.102
142 H 3.8480 2.7776 8.7425  C74 1.093
143 H 0.3066 -4.9948 -1.8522  C99 1.087
144 H -7.4787 0.2077 -6.5084  C67 1.111
145 H 3.0948 5.4162 4.5021  C98 1.109
146 H -3.3737 1.3876 -3.3395  C37 1.097
147 H -3.7308 -0.2185 -3.7134  C37 1.063
148 H -5.4046 1.3714 -5.9903  C45 1.093
149 H 2.1585 -5.0908 -0.1887  C80 1.117
150 H 2.5672 0.1154 -3.6159  C102 1.098
151 H 2.9783 -1.8635 -1.9224  C81 1.113
152 H 1.9311 -5.1624 4.4634  C51 1.107
153 H 5.6100 2.4419 8.6057  C74 1.099
154 H 1.6794 -1.9902 7.3998  C85 1.088
155 H 1.1212 -5.3709 -4.3591  C64 1.098
156 H 3.6473 3.0285 4.7078  C96 1.097
157 H -0.8070 0.5274 2.4258  C44 1.080
158 H -0.2443 2.7544 -4.7343  C101 1.086
159 H -8.8723 6.6852 -0.9248  C93 1.098
160 H -0.4033 -0.5101 -3.5731  C72 1.095
161 H -1.6089 -5.1676 -5.2407  C69 1.114
162 H -3.9323 -1.6802 -7.5887  C92 1.104
163 H -3.0911 -0.3558 6.3134  C94 1.102
164 H 1.4531 -1.4537 0.1561  C42 1.093
165 H -4.8760 1.3390 -0.9081  C47 1.115
166 H 5.5876 -3.5769 2.8008  C100 1.101
167 H -4.4936 -1.8785 -5.4460  C77 1.085
168 H 3.0113 6.7385 6.5630  C49 1.096
169 H 3.8036 3.3766 -0.6347  C56 1.114
170 H 3.5605 4.0666 -2.3002  C56 1.110
171 H -3.3789 0.7725 2.1685  C90 1.092
172 H 3.6038 -2.0251 3.6452  C58 1.097
173 H 4.3991 -0.7371 2.8126  C58 1.070
174 H -3.3340 4.4946 -5.0883  C43 1.103
175 H -0.0774 -0.9510 0.8722  C42 1.102
176 H 2.6758 -3.4681 7.1807  C85 1.093
177 H 1.3970 -1.3893 4.5283  C71 1.099
178 H 1.9452 -7.0201 -2.0419  C66 1.089
179 H -0.9318 3.9155 -1.1773  C38 1.100
180 H -1.2889 3.0731 -7.0090  C95 1.069
181 H 1.8900 -7.7346 -0.4369  C66 1.088
182 H -2.4149 -1.9440 -5.9704  C62 1.124
183 H -3.3274 -4.1433 5.0479  C82 1.082
184 H 0.1325 0.7136 3.9395  C44 1.089
185 H 0.8736 -3.9083 0.1631  C80 1.103
186 H 1.1620 -3.9175 2.6641  C86 1.090
187 H -3.6171 -5.0293 -3.7392  C89 1.114
188 H 4.9231 -10.0192 0.5820  C78 1.097
189 H 3.5991 -0.6826 -7.8548  C70 1.100
190 H 6.8756 -4.3157 0.7531  C39 1.100
191 H 3.5580 6.5405 0.8086  C76 1.094
192 H -2.6757 3.5963 2.0789  C57 1.101
193 H -8.4983 4.9024 -1.0042  C93 1.100
194 H 2.5247 1.8971 7.2827  C35 1.095
195 H 2.7503 1.6696 -1.7870  C55 1.098
196 H 1.2643 4.9567 7.8808  C87 1.108
197 H 1.7362 -8.1950 4.5363  C36 1.094
198 H 3.1751 0.9198 5.9898  C35 1.095
199 H -0.8681 -1.6531 6.6344  C83 1.099
200 H 1.3880 4.9793 4.5793  C98 1.108
201 H -1.5582 -2.6492 -7.4525  C62 1.108
202 H 1.1895 3.9917 2.1600  C65 1.091
203 H -0.5052 2.4310 5.7139  C79 1.100
204 H 6.3418 -6.0657 -0.3931  C52 1.106
205 H -2.5532 -3.7121 1.5607  C68 1.096
206 H -7.7754 4.1660 1.1383  C97 1.112
207 H 4.1704 -3.0161 -2.6077  C81 1.096
208 H -3.6798 4.1734 -0.7936  C40 1.123
209 H 1.7762 3.6413 0.5615  C65 1.101
210 H 4.5290 -10.1764 -1.2172  C78 1.082
211 H -2.0465 -1.0382 -9.0674  C54 1.107
212 H -2.7707 0.2497 0.5458  C90 1.103
213 H -1.6672 4.7436 -5.4283  C43 1.082
214 H -6.9600 5.3350 2.2504  C97 1.105
215 H -2.0587 3.1523 -8.6528  C95 1.090
216 H -2.1612 5.8271 1.7083  C41 1.087
217 H 4.2572 -0.2040 -4.0015  C102 1.088
218 H 5.5629 5.4708 -2.2551  C75 1.107
219 H -3.2245 1.8580 -1.4027  C47 1.101
220 H -2.3810 0.5032 -4.6335  C37 1.106
221 H 0.8996 -4.2866 -5.6796  C64 1.094
222 H 5.7380 -3.3636 -0.1713  C39 1.086
223 H 4.4895 1.2089 -1.7501  C55 1.083
224 H -1.1028 -0.7032 5.2207  C83 1.082
225 H -3.7426 1.2027 6.7489  C94 1.088
226 H -1.6167 3.0330 -2.6480  C38 1.085
227 H -1.1610 -5.8148 -3.6172  C69 1.118
228 H -2.9324 6.0546 -5.7993  C43 1.096
229 H 4.7492 -5.8347 -1.1445  C52 1.103
230 H 1.0877 -8.5784 -1.7659  C66 1.103
231 H -0.6290 -2.1099 -6.0178  C62 1.093
232 H 7.0642 4.5663 -1.8512  C75 1.083
233 H 3.4134 -8.4771 4.1444  C36 1.084
234 H 2.0854 7.3005 2.6373  C53 1.098
235 H 1.5876 -2.3635 -4.0869  C59 1.118
236 H -2.3241 3.0707 3.8132  C57 1.089
237 H 1.0332 1.9572 -3.8611  C101 1.099
238 H 3.3599 -9.5072 -0.0668  C78 1.083
239 H 2.6406 -2.1250 -7.4394  C70 1.102
240 H -2.9849 -3.4648 -4.2925  C89 1.119
241 H -0.9151 -5.2411 -0.5698  C99 1.113
242 H -2.5823 -1.9685 1.5810  C68 1.070
243 H 6.2285 -2.0920 1.9440  C100 1.108
244 H -5.8531 -2.8217 -6.1170  C77 1.096
245 H -4.5980 -3.9239 -1.9922  C61 1.070
246 H -0.2517 7.1614 3.6352  C60 1.112
247 H -4.0423 0.6104 5.1590  C94 1.080
248 H -1.1082 -1.8091 -0.9380  C34 1.092
249 H 0.3621 -2.1101 -1.8020  C34 1.092
250 H 2.5844 2.8617 1.9912  C65 1.094
251 H -6.5460 -1.1339 -7.3348  C67 1.113
252 H -3.5447 -3.2253 -0.6832  C61 1.073
253 H -3.9470 -2.3106 -2.2257  C61 1.094
254 H -1.1265 -2.9126 2.1172  C68 1.088
255 H 1.9514 2.5724 4.8889  C96 1.097
256 H 2.4244 1.2326 -5.7342  C84 1.124
257 H 2.7886 -1.1810 2.3439  C58 1.099
258 H -5.6671 -2.5871 -4.3562  C77 1.084
259 H -5.6872 1.1103 -7.7809  C45 1.079
260 H -2.6093 6.6084 3.2516  C41 1.098

Density functional theory data (wB97M-V/def2-TZVPD) for a 2-piece molecular cluster, C4H8O2 overall.

Properties
Relative energy (zero: lowest compared OMol25 entry of this formula, charge and spin)   211.8 kJ/mol
Maximum force   0.45 eV Å⁻¹
LUMO level   0.0090 Ha

Each atom is followed by the atoms it is bonded to, with distances in Å.
Geometry (Å):
1 O 0.9719 -1.5806 0.8309  C5 1.412, H10 0.965
2 O -2.0726 2.1434 -0.5456  C3 1.209
3 C -1.1310 1.4972 -0.9431  O2 1.209, C4 1.478, H14 1.113
4 C 0.2536 1.6510 -0.4490  C3 1.478, C6 1.334, H7 1.087
5 C -0.4145 -1.8368 0.7518  O1 1.412, H8 1.092, H9 1.099, H12 1.100
6 C 1.2253 0.8523 -0.8931  C4 1.334, H11 1.086, H13 1.088
7 H 0.4248 2.4349 0.2844  C4 1.087
8 H -0.5456 -2.7147 0.1157  C5 1.092
9 H -0.8617 -2.0534 1.7319  C5 1.099
10 H 1.0877 -0.7996 1.3864  O1 0.965
11 H 2.2560 0.9507 -0.5644  C6 1.086
12 H -0.9672 -0.9997 0.3005  C5 1.100
13 H 1.0227 0.0683 -1.6200  C6 1.088
14 H -1.2566 0.7224 -1.7325  C3 1.113

Density functional theory data (wB97M-V/def2-TZVPD) for a 2-piece molecular cluster, C2H3O2Se overall.

Properties
Relative energy (zero: lowest compared OMol25 entry of this formula, charge and spin)   335.4 kJ/mol
Maximum force   3.27 eV Å⁻¹
Total charge   -1
LUMO level (alpha / beta)   0.1271 / 0.1331 Ha

Each atom is followed by the atoms it is bonded to, with distances in Å.
Geometry (Å):
1 Se 2.2058 0.2806 -0.0347  C5 1.742
2 O -0.3591 1.3078 -1.2952  C4 1.321, H8 0.958
3 O -1.4821 1.6577 0.5570  C4 1.223
4 C -0.4458 1.2882 0.0230  O2 1.321, O3 1.223, C5 1.435
5 C 0.7091 0.7770 0.7050  Se1 1.742, C4 1.435, H7 1.116
6 H -0.8091 -1.9084 0.0240  no bonds
7 H 0.7281 0.8227 1.8199  C5 1.116
8 H 0.4147 0.9582 -1.7381  O2 0.958